Molecular formula: H4NO2PS
Method: DFT, wB97M-V/def2-TZVPD

relative energy (zero: lowest compared OMol25 entry of this formula, charge and spin) = 604.7 kJ/mol
total charge = 0
SMILES string = O=S(=O)=P.N
HOMO-LUMO gap (spin up / spin down) = 6.57 / 7.37 eV
max |F| = 4.57 eV Å⁻¹
molecular weight = 113.078 g/mol
HOMO (spin up / spin down) = -9.36 / -9.88 eV

Structure (XYZ):
```
9
Properties=species:S:1:pos:R:3:forces:R:3
N 1.373 -0.204 1.593 -3.2 0.7 -1.4
O -0.101 1.830 -1.016 -0.4 -0.7 -0.4
O -1.981 0.521 -0.025 0.5 0.0 -1.4
P -0.085 -0.979 -1.956 1.6 0.7 0.8
S -1.113 0.788 -1.186 0.0 0.5 1.7
H 0.980 0.785 1.828 1.0 -2.5 -0.3
H 1.593 -0.726 2.479 -1.0 0.6 -1.4
H -1.172 -1.356 -2.654 -1.6 -0.5 -0.7
H 0.505 -0.658 0.938 3.2 1.2 3.1
```
Forces are in eV/Å.

Molecular formula: H4NO2PS
Method: DFT, wB97M-V/def2-TZVPD

relative energy (zero: lowest compared OMol25 entry of this formula, charge and spin) = 284.5 kJ/mol
total charge = 0
HOMO-LUMO gap (spin up / spin down) = 5.72 / 6.01 eV
spin multiplicity = 3
max |F| = 6.52 eV Å⁻¹
expectation value of S² = 2.02
molecular weight = 113.078 g/mol
HOMO (spin up / spin down) = -5.13 / -10.10 eV

Structure (XYZ):
```
9
Properties=species:S:1:pos:R:3:forces:R:3
N 0.870 -1.177 -0.459 1.4 0.8 3.3
O 0.477 1.656 -0.902 0.3 -2.3 0.9
O 0.702 0.396 1.425 -0.7 0.1 -1.0
P 0.056 0.067 -0.041 3.0 5.8 -0.6
S -2.066 -0.024 0.005 -4.7 0.9 -0.9
H 0.782 -1.776 -1.160 -0.3 -2.8 -4.0
H -0.189 2.336 -1.054 -0.3 -0.4 0.2
H 1.230 -0.391 1.486 1.1 -0.8 1.0
H -1.862 -1.087 0.700 0.4 -1.4 1.1
```
Forces are in eV/Å.

Molecular formula: H4NO2PS
Method: DFT, wB97M-V/def2-TZVPD

relative energy (zero: lowest compared OMol25 entry of this formula, charge and spin) = 277.0 kJ/mol
total charge = 0
HOMO-LUMO gap (spin up / spin down) = 8.53 / 7.08 eV
spin multiplicity = 3
max |F| = 6.30 eV Å⁻¹
expectation value of S² = 2.01
molecular weight = 113.078 g/mol
HOMO (spin up / spin down) = -8.16 / -9.89 eV

Structure (XYZ):
```
9
Properties=species:S:1:pos:R:3:forces:R:3
N 2.369 0.537 0.019 -3.1 -0.8 5.4
O -0.195 -0.322 0.826 2.9 2.4 -1.3
O 0.508 -0.188 -1.525 0.3 0.7 -0.4
P -2.634 -0.861 -0.316 -0.3 -0.4 0.9
S 0.594 0.434 -0.225 -0.3 -2.5 1.7
H 2.739 1.050 0.870 -0.9 -0.7 -1.6
H 2.756 0.741 -0.809 1.8 1.1 -3.7
H -3.780 -0.132 0.089 -0.1 0.1 0.0
H -2.357 -1.257 1.071 -0.4 0.2 -1.0
```
Forces are in eV/Å.

Molecular formula: H4NO2SSi
Method: DFT, wB97M-V/def2-TZVPD

relative energy (zero: lowest compared OMol25 entry of this formula, charge and spin) = 121.1 kJ/mol
total charge = -1
HOMO-LUMO gap = 8.45 eV
max |F| = 2.73 eV Å⁻¹
molecular weight = 110.190 g/mol
HOMO = -4.68 eV

Structure (XYZ):
```
9
Properties=species:S:1:pos:R:3:forces:R:3
N 1.254 0.024 2.753 -0.4 -0.2 -1.3
O -0.822 1.723 0.566 -0.4 1.3 1.7
O 1.021 2.143 3.870 0.0 0.4 -0.9
Si -0.512 0.463 -0.245 1.0 -2.2 1.1
S 1.096 1.530 2.535 0.1 -0.9 1.5
H 1.143 -0.489 1.835 0.4 0.9 0.9
H -0.346 0.813 -1.570 0.2 0.2 -2.7
H 0.901 -0.257 0.080 -0.9 0.4 -0.3
H -1.400 -0.769 -0.186 0.0 0.2 0.0
```
Forces are in eV/Å.

Molecular formula: H4NOPS2
Method: DFT, wB97M-V/def2-TZVPD

relative energy (zero: lowest compared OMol25 entry of this formula, charge and spin) = 199.5 kJ/mol
total charge = 0
HOMO-LUMO gap = 9.60 eV
max |F| = 4.25 eV Å⁻¹
molecular weight = 129.146 g/mol
HOMO = -9.68 eV

Structure (XYZ):
```
9
Properties=species:S:1:pos:R:3:forces:R:3
N -1.220 0.112 1.527 1.6 1.0 0.7
O 0.819 1.097 2.614 1.1 3.1 1.2
P -0.630 1.365 2.225 -3.9 1.6 -0.7
S -1.281 3.155 2.799 0.8 -2.3 -0.8
S 1.242 0.106 -1.900 -1.8 2.3 0.5
H -2.001 0.135 0.909 -0.8 0.2 0.0
H 1.085 0.232 2.577 1.2 -3.6 -0.4
H 1.910 -0.722 -1.220 1.4 -1.8 1.1
H 0.777 0.646 -0.673 0.4 -0.5 -1.6
```
Forces are in eV/Å.

Molecular formula: H4NOPS2
Method: DFT, wB97M-V/def2-TZVPD

relative energy (zero: lowest compared OMol25 entry of this formula, charge and spin) = 135.0 kJ/mol
total charge = 0
HOMO-LUMO gap (spin up / spin down) = 6.50 / 5.91 eV
spin multiplicity = 3
max |F| = 4.94 eV Å⁻¹
expectation value of S² = 2.02
molecular weight = 129.146 g/mol
HOMO (spin up / spin down) = -6.24 / -9.71 eV

Structure (XYZ):
```
9
Properties=species:S:1:pos:R:3:forces:R:3
N -1.228 -1.214 2.245 -1.2 -1.9 1.9
O 0.940 0.022 1.638 1.3 0.2 1.2
P -0.072 -1.083 1.183 -2.2 2.6 -3.6
S 0.478 -2.189 -0.285 1.0 -2.3 -0.9
S 0.441 2.431 -3.694 0.0 1.6 0.9
H -1.863 -2.003 2.021 0.4 0.6 0.3
H 0.697 0.066 2.563 0.5 0.9 1.1
H 0.303 2.756 -2.362 0.1 0.2 -0.9
H 0.304 1.213 -3.308 -0.1 -1.7 0.1
```
Forces are in eV/Å.

Molecular formula: H4NP
Method: DFT, wB97M-V/def2-TZVPD

relative energy (zero: lowest compared OMol25 entry of this formula, charge and spin) = 35.5 kJ/mol
total charge = 0
SMILES string = NP
HOMO-LUMO gap = 9.79 eV
max |F| = 3.79 eV Å⁻¹
molecular weight = 49.013 g/mol
HOMO = -8.93 eV

Structure (XYZ):
```
6
Properties=species:S:1:pos:R:3:forces:R:3
N -0.795 -0.056 0.384 0.4 0.2 3.8
P 0.409 0.745 -0.527 -0.4 -0.5 -1.2
H -0.500 0.292 1.409 -1.5 -1.3 -2.6
H -0.909 -1.097 0.409 0.6 1.4 -0.1
H 0.201 -0.089 -1.727 0.8 0.6 0.9
H 1.594 0.205 0.053 0.2 -0.4 -0.6
```
Forces are in eV/Å.

Molecular formula: H4NaO10S2
Method: DFT, wB97M-V/def2-TZVPD

relative energy (zero: lowest compared OMol25 entry of this formula, charge and spin) = 273.4 kJ/mol
total charge = -3
HOMO-LUMO gap = 2.75 eV
max |F| = 5.85 eV Å⁻¹
molecular weight = 251.146 g/mol
HOMO = 1.68 eV

Structure (XYZ):
```
17
Properties=species:S:1:pos:R:3:forces:R:3
Na 3.856 14.026 12.227 -0.1 -0.4 -0.3
S 0.197 14.088 8.311 -2.6 0.2 -1.5
O -1.014 13.238 8.385 -0.9 -0.1 0.4
O 1.350 13.279 8.381 4.7 -3.4 0.8
O 0.237 14.735 6.992 -0.5 1.6 -1.1
O 0.246 15.037 9.418 -0.3 1.9 1.7
S 7.925 11.076 15.259 0.3 2.0 -0.5
O 8.499 12.357 15.641 2.2 2.0 1.1
O 7.278 11.362 13.980 -0.5 -0.9 -3.4
O 8.922 10.005 15.288 0.7 -1.0 -0.7
O 6.852 10.814 16.160 -3.2 -1.9 3.3
O 5.764 17.608 10.462 0.1 0.1 0.3
H 6.263 17.202 9.753 0.1 -0.2 -0.2
H 5.028 18.035 10.025 -0.3 0.0 -0.1
O 2.518 10.333 14.321 -0.3 0.2 -0.2
H 3.353 10.278 14.787 0.6 0.0 0.1
H 1.894 9.888 14.894 -0.1 -0.1 0.1
```
Forces are in eV/Å.

Molecular formula: H4O2
Method: DFT, wB97M-V/def2-TZVPD

relative energy (zero: lowest compared OMol25 entry of this formula, charge and spin) = 29.7 kJ/mol
total charge = 0
SMILES string = O.O
HOMO-LUMO gap = 10.86 eV
max |F| = 3.06 eV Å⁻¹
molecular weight = 36.030 g/mol
HOMO = -10.39 eV

Structure (XYZ):
```
6
Properties=species:S:1:pos:R:3:forces:R:3
H -1.710 -0.605 -0.101 0.7 0.1 0.2
H -1.240 0.822 -0.356 0.9 -1.2 0.5
H 1.702 0.198 0.775 0.1 -0.3 -1.2
H 0.601 -0.309 -0.150 1.2 0.3 -0.3
O -0.912 -0.050 0.000 -2.8 1.0 -0.6
O 1.559 -0.056 -0.169 0.0 0.0 1.4
```
Forces are in eV/Å.

Molecular formula: H4O2
Method: DFT, wB97M-V/def2-TZVPD

relative energy (zero: lowest compared OMol25 entry of this formula, charge and spin) = 20.0 kJ/mol
total charge = 0
SMILES string = O.O
HOMO-LUMO gap = 11.49 eV
max |F| = 4.01 eV Å⁻¹
molecular weight = 36.030 g/mol
HOMO = -10.86 eV

Structure (XYZ):
```
6
Properties=species:S:1:pos:R:3:forces:R:3
H 0.754 -0.372 0.033 -2.6 -0.1 0.0
H 1.720 0.802 -0.332 -0.5 -2.0 0.6
H -1.439 0.629 0.490 0.2 -1.0 -0.7
H -1.550 -0.874 0.029 -0.1 0.2 0.1
O 1.646 -0.156 -0.043 3.3 2.1 -0.6
O -1.131 -0.030 -0.175 -0.4 0.6 0.6
```
Forces are in eV/Å.

Molecular formula: H4O2
Method: DFT, wB97M-V/def2-TZVPD

relative energy (zero: lowest compared OMol25 entry of this formula, charge and spin) = 30.8 kJ/mol
total charge = 0
SMILES string = O.O
HOMO-LUMO gap = 11.93 eV
max |F| = 2.44 eV Å⁻¹
molecular weight = 36.030 g/mol
HOMO = -11.34 eV

Structure (XYZ):
```
6
Properties=species:S:1:pos:R:3:forces:R:3
H -0.018 1.383 0.192 0.3 -0.1 0.4
H -0.258 0.813 1.616 0.8 0.6 -0.7
H -0.970 -0.970 -0.498 -0.5 0.2 0.4
H -0.004 -2.091 -0.851 -0.4 2.0 -0.7
O 0.418 1.255 1.050 -1.0 -0.4 0.4
O -0.262 -1.147 -1.108 0.9 -2.3 0.2
```
Forces are in eV/Å.

Molecular formula: H4O2
Method: DFT, wB97M-V/def2-TZVPD

relative energy (zero: lowest compared OMol25 entry of this formula, charge and spin) = 22.4 kJ/mol
total charge = 0
SMILES string = O.O
HOMO-LUMO gap = 12.18 eV
max |F| = 1.23 eV Å⁻¹
molecular weight = 36.030 g/mol
HOMO = -11.58 eV

Structure (XYZ):
```
6
Properties=species:S:1:pos:R:3:forces:R:3
O 0.876 1.173 -1.380 -0.1 -1.2 -0.3
H 1.589 0.495 -1.337 -0.8 0.7 -0.1
H 0.096 0.690 -1.737 0.9 0.5 0.3
O -0.912 -1.162 1.611 0.2 1.1 -0.4
H -0.347 -0.471 2.023 -0.6 -0.7 -0.5
H -1.302 -0.725 0.820 0.5 -0.4 0.9
```
Forces are in eV/Å.